(1)
This record from the Open Molecules 2025 dataset describes one molecule with the formula C7H11NO in a non-equilibrium geometry. The level of theory is ωB97M-V/def2-TZVPD.

Last column: natural (NBO) charge in e.
Positions of all 20 atoms, in Å:
1 C 1.25 -0.59 -1.32  -0.634
2 C 0.05 0.19 -0.70  0.254
3 C 0.60 1.56 -0.35  -0.403
4 C 0.98 0.84 1.03  -0.383
5 C -0.26 -0.05 0.75  0.017
6 N -1.36 0.81 1.22  -0.831
7 C -0.82 -1.42 0.64  -0.333
8 C -1.32 -1.47 -0.59  0.133
9 O -1.10 -0.39 -1.34  -0.502
10 H 1.23 -1.68 -1.24  0.220
11 H 1.16 -0.35 -2.39  0.222
12 H 2.23 -0.23 -0.96  0.207
13 H -0.23 2.28 -0.29  0.245
14 H 1.43 1.98 -0.93  0.207
15 H 0.72 1.44 1.88  0.221
16 H 1.98 0.39 1.12  0.222
17 H -1.39 0.58 2.21  0.351
18 H -2.25 0.48 0.86  0.364
19 H -1.02 -2.11 1.45  0.222
20 H -1.89 -2.26 -1.04  0.201

Values from the calculation:
- energy (a.u.) = -403.20085
- structure (SMILES) = C[C@]12CC[C@]1(N)C=CO2
- ΔE to the lowest compared entry with this formula, charge and spin (kcal/mol) = 83.5

(2)
This record from the Open Molecules 2025 dataset describes C25H30AlN8O2S2 as an isolated structure. The level of theory is ωB97M-V/def2-TZVPD.

Last column: natural (NBO) charge in e.
Positions of all 68 atoms, in Å:
1 Al 0.62 1.27 -0.29  1.935
2 C 3.88 2.03 2.20  -0.670
3 C 2.56 1.41 1.87  0.484
4 O 2.08 1.75 0.71  -0.857
5 C 1.92 0.57 2.75  -0.480
6 C 0.54 0.21 2.60  0.338
7 C -0.23 -0.25 3.80  -0.673
8 N -0.03 0.37 1.45  -0.479
9 N -1.42 0.20 1.40  -0.420
10 C -1.89 1.02 0.52  0.560
11 O -1.12 1.84 -0.16  -0.882
12 C -3.34 1.04 0.22  -0.052
13 C -4.24 0.32 1.00  -0.197
14 C -5.59 0.34 0.71  -0.210
15 C -6.06 1.09 -0.37  -0.196
16 C -5.17 1.81 -1.15  -0.201
17 C -3.81 1.79 -0.85  -0.210
18 H 4.55 1.98 1.34  0.223
19 H 4.35 1.57 3.07  0.225
20 H 3.72 3.09 2.42  0.240
21 H 2.40 0.37 3.70  0.227
22 H 0.44 -0.61 4.57  0.223
23 H -0.95 -1.03 3.53  0.243
24 H -0.80 0.58 4.20  0.250
25 H -3.86 -0.25 1.84  0.231
26 H -6.28 -0.22 1.32  0.220
27 H -7.12 1.10 -0.60  0.220
28 H -5.53 2.39 -1.98  0.217
29 H -3.11 2.33 -1.47  0.220
30 C 2.69 -1.54 -1.14  -0.290
31 C 3.02 -0.21 -1.76  0.072
32 N 2.27 0.85 -1.68  -0.486
33 C 2.77 1.89 -2.41  0.123
34 C 3.94 1.62 -3.05  -0.413
35 S 4.40 0.01 -2.73  0.526
36 C 1.95 3.10 -2.34  0.111
37 C 2.01 4.21 -3.10  -0.411
38 S 0.82 5.32 -2.58  0.529
39 C 0.27 4.22 -1.39  0.134
40 N 0.94 3.09 -1.38  -0.546
41 C -0.82 4.62 -0.46  -0.659
42 H 2.82 -1.21 0.97  0.427
43 H 3.60 -2.15 -1.10  0.236
44 H 1.97 -2.07 -1.76  0.257
45 H 4.54 2.27 -3.67  0.265
46 H 2.68 4.43 -3.91  0.259
47 H -0.91 5.71 -0.44  0.234
48 H -0.61 4.26 0.55  0.257
49 H -1.77 4.19 -0.77  0.264
50 C -0.78 -4.84 -1.44  -0.613
51 C -0.68 -4.74 0.08  -0.230
52 C 0.60 -5.39 0.59  -0.609
53 C -0.81 -3.30 0.58  -0.223
54 N 0.20 -2.42 -0.04  -0.196
55 C -0.33 -1.44 -1.17  0.231
56 N 0.06 -0.31 -1.24  -0.743
57 N 2.17 -1.47 0.23  -0.327
58 N 1.16 -2.11 0.72  0.143
59 H -0.88 -5.88 -1.74  0.232
60 H 0.12 -4.45 -1.92  0.196
61 H -1.64 -4.29 -1.83  0.210
62 H -1.53 -5.27 0.52  0.222
63 H 1.49 -4.83 0.29  0.192
64 H 0.70 -6.40 0.19  0.226
65 H 0.61 -5.46 1.68  0.220
66 H -0.65 -3.25 1.65  0.232
67 H -1.79 -2.89 0.35  0.227
68 H -1.12 -1.97 -1.70  0.191

Values from the calculation:
- energy (a.u.) = -2597.92235
- total charge = +1
- ΔE to the lowest compared entry with this formula, charge and spin (kcal/mol) = 59.4

(3)
This record from the Open Molecules 2025 dataset describes a 4-piece molecular cluster, C16H31Cl6FNO3 overall in a non-equilibrium geometry. The level of theory is ωB97M-V/def2-TZVPD.

Last column: natural (NBO) charge in e.
Positions of all 58 atoms, in Å:
1 C 1.50 1.53 0.58  -0.724
2 C 1.75 0.42 -0.42  0.821
3 O 2.85 0.19 -0.76  -0.578
4 O 0.66 -0.23 -0.89  -0.524
5 C 0.80 -1.64 -0.97  -0.081
6 C 0.20 -2.36 0.23  -0.427
7 C 1.25 -2.91 1.19  0.074
8 C 0.68 -4.16 1.90  -0.261
9 N 0.78 -4.19 3.41  -0.495
10 C 1.41 -3.00 4.08  -0.254
11 C 2.34 -2.20 3.18  0.052
12 C 3.61 -3.00 2.88  0.190
13 C 4.46 -2.46 1.76  -0.646
14 F 4.36 -2.91 4.04  -0.357
15 O 1.61 -1.83 2.03  -0.498
16 H 0.46 1.80 0.66  0.228
17 H 1.97 1.30 1.52  0.235
18 H 2.01 2.38 0.17  0.249
19 H 1.82 -1.97 -1.14  0.198
20 H 0.25 -1.95 -1.85  0.210
21 H -0.32 -3.22 -0.17  0.213
22 H -0.54 -1.77 0.76  0.248
23 H 2.07 -3.22 0.55  0.189
24 H -0.35 -4.34 1.64  0.238
25 H 1.21 -5.02 1.54  0.234
26 H 1.31 -5.01 3.68  0.440
27 H -0.15 -4.35 3.80  0.447
28 H 0.62 -2.34 4.40  0.237
29 H 1.90 -3.32 4.98  0.247
30 H 2.59 -1.31 3.72  0.241
31 H 3.41 -4.06 2.77  0.140
32 H 4.67 -1.41 1.91  0.240
33 H 5.39 -2.99 1.79  0.242
34 H 4.03 -2.59 0.78  0.225
35 Cl 1.49 6.32 -3.09  -0.049
36 C 2.71 5.04 -2.88  -0.392
37 C 2.26 3.73 -3.47  -0.380
38 Cl 0.90 3.02 -2.56  -0.079
39 H 2.92 4.95 -1.82  0.220
40 H 3.61 5.38 -3.39  0.229
41 H 3.07 3.01 -3.44  0.227
42 H 1.94 3.84 -4.51  0.230
43 Cl -3.44 -0.58 -0.47  -0.089
44 C -2.72 0.73 -1.45  -0.382
45 C -3.56 1.05 -2.66  -0.392
46 Cl -3.55 -0.28 -3.85  -0.063
47 H -1.72 0.42 -1.73  0.228
48 H -2.65 1.60 -0.81  0.227
49 H -3.16 1.93 -3.16  0.236
50 H -4.59 1.25 -2.39  0.230
51 Cl -6.74 2.86 -3.37  -0.055
52 C -7.17 3.22 -1.67  -0.390
53 C -6.57 4.51 -1.20  -0.383
54 Cl -4.79 4.40 -1.06  -0.071
55 H -6.85 2.38 -1.06  0.220
56 H -8.26 3.28 -1.63  0.230
57 H -6.95 4.75 -0.21  0.226
58 H -6.80 5.33 -1.87  0.230

Values from the calculation:
- energy (a.u.) = -3769.49624
- total charge = +1

(4)
This record from the Open Molecules 2025 dataset describes C39H52NO5P2S3SiTl as an isolated structure. The level of theory is ωB97M-V/def2-TZVPD.

Last column: Mulliken charge in e.
Positions of all 104 atoms, in Å:
1 Tl -0.58 0.69 0.42  0.778
2 S 0.65 -2.33 0.81  -0.583
3 P 1.90 -1.15 -0.19  1.498
4 C 1.44 0.54 -0.21  -1.207
5 P 2.21 1.75 0.80  1.393
6 S 0.84 3.03 1.48  -0.531
7 C 3.45 2.66 -0.17  0.122
8 C 4.18 3.69 0.42  -0.192
9 C 5.09 4.42 -0.33  -0.696
10 C 5.26 4.14 -1.68  -0.564
11 C 4.52 3.14 -2.28  -0.777
12 C 3.62 2.40 -1.52  -0.211
13 C 3.11 1.05 2.21  0.731
14 C 2.36 0.44 3.21  -0.546
15 C 2.97 -0.14 4.31  -0.797
16 C 4.36 -0.10 4.43  -0.546
17 C 5.12 0.51 3.44  -0.745
18 C 4.50 1.08 2.33  -0.590
19 C 2.05 -1.70 -1.93  0.370
20 C 2.45 -3.01 -2.19  -0.898
21 C 2.58 -3.45 -3.49  -0.701
22 C 2.32 -2.58 -4.55  -0.666
23 C 1.93 -1.28 -4.29  -1.027
24 C 1.80 -0.83 -2.98  0.720
25 C 3.63 -1.38 0.34  0.496
26 C 3.94 -2.16 1.44  -0.761
27 C 5.27 -2.35 1.80  -0.573
28 C 6.28 -1.76 1.07  -0.551
29 C 5.98 -0.98 -0.04  -0.780
30 C 4.66 -0.79 -0.41  -0.246
31 H 4.03 3.93 1.47  0.450
32 H 5.65 5.22 0.14  0.420
33 H 5.97 4.72 -2.26  0.391
34 H 4.64 2.93 -3.33  0.456
35 H 3.01 1.63 -1.99  0.362
36 H 1.28 0.41 3.13  0.376
37 H 2.37 -0.62 5.07  0.443
38 H 4.84 -0.54 5.29  0.410
39 H 6.20 0.54 3.52  0.440
40 H 5.10 1.53 1.55  0.365
41 H 2.66 -3.68 -1.36  0.384
42 H 2.90 -4.47 -3.69  0.420
43 H 2.42 -2.93 -5.57  0.382
44 H 1.72 -0.60 -5.11  0.468
45 H 1.48 0.18 -2.77  -0.011
46 H 3.14 -2.61 2.01  0.385
47 H 5.50 -2.97 2.66  0.433
48 H 7.32 -1.91 1.36  0.418
49 H 6.77 -0.52 -0.62  0.458
50 H 4.43 -0.20 -1.29  0.339
51 C -4.81 0.30 -1.91  -1.538
52 C -5.69 1.21 -1.07  1.999
53 C -6.42 2.23 -1.92  -1.613
54 C -6.68 0.39 -0.25  -1.872
55 O -4.88 1.91 -0.11  -0.031
56 Si -3.37 2.35 0.25  -0.910
57 S -2.59 0.90 1.62  -0.573
58 O -2.29 2.35 -0.99  1.105
59 C -1.90 3.35 -1.99  1.658
60 C -3.13 3.70 -2.82  -1.597
61 C -1.33 4.59 -1.33  -1.435
62 C -0.85 2.66 -2.84  -1.480
63 O -3.41 3.84 0.88  0.458
64 C -4.23 4.54 1.83  1.672
65 C -5.66 4.66 1.31  -1.402
66 C -3.60 5.92 1.96  -1.760
67 C -4.20 3.80 3.16  -1.498
68 H -5.42 -0.24 -2.64  0.585
69 H -4.30 -0.43 -1.27  0.259
70 H -4.06 0.87 -2.45  0.121
71 H -7.07 1.72 -2.65  0.443
72 H -5.72 2.85 -2.47  0.249
73 H -7.05 2.87 -1.30  0.321
74 H -7.35 -0.16 -0.91  0.405
75 H -7.28 1.05 0.38  0.374
76 H -6.15 -0.31 0.39  0.379
77 H -3.92 4.08 -2.17  0.125
78 H -3.49 2.84 -3.37  0.302
79 H -2.88 4.49 -3.53  0.566
80 H -2.10 5.14 -0.78  0.153
81 H -0.92 5.25 -2.11  0.505
82 H -0.52 4.33 -0.65  0.133
83 H -1.26 1.77 -3.31  0.264
84 H 0.01 2.37 -2.23  0.013
85 H -0.49 3.35 -3.62  0.579
86 H -5.67 5.13 0.33  0.301
87 H -6.25 5.27 2.00  0.526
88 H -6.13 3.68 1.22  0.142
89 H -3.59 6.42 0.99  0.362
90 H -2.58 5.83 2.32  0.352
91 H -4.17 6.54 2.67  0.426
92 H -4.60 2.79 3.05  0.278
93 H -4.79 4.33 3.91  0.454
94 H -3.17 3.72 3.52  0.291
95 N -1.09 -4.19 -1.33  -0.659
96 C -1.09 -3.08 -2.28  0.169
97 C -1.50 -1.81 -1.55  0.237
98 O -2.25 -2.01 -0.47  -0.281
99 O -1.20 -0.69 -1.92  -0.443
100 H -1.07 -5.08 -1.80  0.246
101 H -2.25 -2.98 -0.33  0.441
102 H -0.26 -4.12 -0.74  0.129
103 H -1.85 -3.25 -3.05  0.508
104 H -0.14 -2.89 -2.78  -0.145

Values from the calculation:
- energy (a.u.) = -4287.81208
- ΔE to the lowest compared entry with this formula, charge and spin (kcal/mol) = 7.8

Number 1: Kohn-Sham gap 9.43 eV. Number 2: Kohn-Sham gap 7.17 eV. Number 3: Kohn-Sham gap 8.68 eV. Number 4: Kohn-Sham gap 8.05 eV.